# 1
Below is C26H29FN4O5 in the gas phase, with properties calculated with wB97M-V/def2-TZVPD.

```
! RIJCOSX wB97M-V def2-TZVPD def2/J DEFGRID3
* xyz 0 1
C -1.06534 -4.93213 0.85602
C -1.15499 -3.63387 0.14685
C -0.72172 -3.22721 -1.08094
C -1.11679 -1.86453 -1.14119
N -1.73069 -1.51027 -0.03355
O -1.76102 -2.60863 0.77034
N -0.94900 -0.95690 -2.15714
C 0.05101 -0.98995 -3.08874
O 0.81496 -1.91673 -3.23167
C 0.10801 0.28058 -3.92773
H 0.53061 0.02900 -4.90103
C 1.00909 1.32541 -3.24683
C 0.42559 1.70055 -1.89156
O -0.78470 1.66241 -1.71617
N 1.25932 2.02423 -0.88667
C 2.67152 2.34231 -1.00841
C 3.54464 1.33471 -0.29794
C 3.73960 0.06330 -0.82686
C 4.49376 -0.87707 -0.15051
C 5.05521 -0.53150 1.06486
C 4.88948 0.72711 1.61137
C 4.13055 1.65424 0.92092
H 3.99216 2.63971 1.34065
H 5.34314 0.96611 2.55976
F 5.78389 -1.44672 1.73476
H 4.64327 -1.86673 -0.55138
H 3.28655 -0.21305 -1.76646
H 2.82562 3.33323 -0.56481
H 2.93840 2.40524 -2.06282
C 0.75079 1.98826 0.48064
C 0.99636 0.63772 1.07384
C 1.17991 0.24831 2.36860
C 1.41824 -1.14716 2.33143
C 1.36572 -1.49980 1.02113
O 1.10078 -0.42914 0.25201
H 1.50124 -2.43690 0.51929
H 1.60832 -1.78996 3.16576
H 1.14927 0.87652 3.23438
H 1.30675 2.73191 1.06448
C -0.73393 2.46906 0.57529
O -0.96936 3.65398 0.48592
N -1.61888 1.52761 0.92821
H -1.40321 0.54560 0.80359
C -3.02674 1.82483 1.09053
C -3.56203 1.18850 2.38748
H -2.74745 0.93000 3.06218
H -4.22041 1.89182 2.89816
C -4.35790 -0.03030 1.92786
H -5.08456 -0.35906 2.66963
H -3.68174 -0.85557 1.70643
C -5.00649 0.46128 0.63841
H -5.83164 1.13662 0.87150
H -5.38900 -0.35127 0.02276
C -3.87349 1.22183 -0.04863
H -3.25259 0.52139 -0.60667
H -4.23224 1.98501 -0.73567
H -3.09979 2.91417 1.11679
H 1.05800 2.21919 -3.87369
H 2.00978 0.90966 -3.14576
H -0.89367 0.68967 -4.05779
H -1.37954 -0.04692 -1.98736
H -0.19756 -3.77569 -1.83235
H -2.05945 -5.27247 1.14038
H -0.47665 -4.82010 1.76549
H -0.59895 -5.67141 0.21259
*
```

Its LUMO energy is 0.68 eV. The calculation puts the energy at -46348.314 eV. Its SMILES is Cc1cc(NC(=O)CCC(=O)N(Cc2ccc(F)cc2)[C@@H](C(=O)NC2CCCC2)c2ccco2)no1. The relative energy (zero: lowest compared OMol25 entry of this formula, charge and spin) comes out at 2.694 eV. The calculation puts the orbital gap at 9.03 eV.

Results of the natural (NBO) charge analysis, in e, for atoms 1 through 6: -0.66 0.35 -0.38 0.34 -0.22 -0.28

# 2
Below is C6H6INOS in the gas phase, with properties calculated with wB97M-V/def2-TZVPD.

```
! RIJCOSX wB97M-V def2-TZVPD def2/J DEFGRID3
* xyz 0 1
C 1.25071 0.00437 1.06563
C -0.17016 0.04076 3.00371
C -0.09201 0.27922 0.81133
C -0.27840 0.91444 -1.78877
C -0.24652 -0.55755 -1.58343
C -0.73117 0.31806 -0.42456
N -0.82384 0.29746 1.91475
O 1.01561 -1.23928 -1.31133
S 1.49397 -0.26426 2.71332
I -2.90673 0.19099 -0.15583
H 1.87171 -0.17488 0.23762
H -0.55940 -0.22193 3.93333
H 0.60576 1.48071 -1.66096
H -0.94041 1.32229 -2.51768
H -0.89311 -1.12133 -2.05610
H 1.40400 -1.26908 -2.18100
*
```

Its LUMO energy is 0.46 eV. The calculation puts the energy at -28790.298 eV. Its SMILES is O[C@@H]1C[C@]1(I)c1cscn1. The relative energy (zero: lowest compared OMol25 entry of this formula, charge and spin) comes out at 0.000 eV. The calculation puts the orbital gap at 9.10 eV.

Results of the natural (NBO) charge analysis, in e, for atoms 1 through 6: -0.45 -0.15 0.02 -0.44 0.07 -0.10

# 3
Below is a molecular structure, C22H42NP3SSeTi, with properties calculated with wB97M-V/def2-TZVPD.

```
! RIJCOSX wB97M-V def2-TZVPD def2/J DEFGRID3
* xyz 3 2
Ti -0.13271 -0.76147 0.82878
P 0.28404 1.51955 1.89229
P -2.34982 0.16797 0.28113
P 2.20933 -0.56477 0.13660
H -1.30457 -2.99211 -4.30441
C -0.70347 -3.67065 -3.69571
C -0.42016 -3.44129 -2.40831
H -0.60870 -2.54645 -1.81789
C 0.39522 3.10582 0.92367
C -1.03462 1.97242 3.09494
C 1.76296 1.71725 2.92411
C -3.11457 -0.69363 -1.11517
C -3.54143 -0.09959 1.61812
C -2.79010 1.88747 -0.17806
C 2.62980 -1.62975 -1.25075
C 3.35853 -1.09324 1.43474
C 3.06101 0.97197 -0.43263
H -0.47071 -4.64512 -4.13247
H 0.14159 -4.22346 -1.88548
H 0.54177 3.93081 1.64291
H -0.52078 3.27877 0.34132
H 1.25205 3.06530 0.23761
H -0.73180 2.90870 3.58771
H -1.16863 1.20368 3.87043
H -2.00061 2.14131 2.59971
H 1.71736 2.70794 3.39618
H 2.67690 1.65851 2.32939
H 1.79898 0.95621 3.70603
H -4.10177 -0.26319 -1.33919
H -3.24444 -1.75214 -0.87998
H -2.49436 -0.62360 -2.01800
H -4.46518 0.39942 1.31269
H -3.20716 0.32951 2.56284
H -3.72755 -1.16644 1.75417
H -3.87248 1.89699 -0.38340
H -2.25694 2.22644 -1.07512
H -2.59933 2.60155 0.62929
H 3.70703 -1.57852 -1.46146
H 2.07576 -1.35425 -2.15632
H 2.36988 -2.66091 -1.01434
H 4.31177 -1.29916 0.93836
H 2.97558 -1.99980 1.91483
H 3.48643 -0.31319 2.18990
H 4.06593 0.66814 -0.78405
H 3.19940 1.71063 0.36792
H 2.52604 1.46214 -1.26127
C 0.41584 1.34656 -4.44165
C 0.11040 -0.01780 -4.51800
C 0.32886 -0.78883 -5.66804
C 0.90042 -0.17880 -6.82666
C 1.31385 1.15323 -6.73100
C 1.10647 1.90184 -5.55258
Se -0.14094 2.47640 -2.98546
H -0.18742 1.39126 -1.98028
H -0.32715 -0.43400 -3.60246
H 0.08006 -1.85641 -5.63886
H 1.05934 -0.72242 -7.76327
H 1.82089 1.60033 -7.58360
H 1.43047 2.93173 -5.44016
S -0.37115 -2.80452 2.10455
C -0.43128 -1.69298 3.41651
N -1.67660 -1.59924 4.00746
C -1.90439 -0.97755 5.19413
C -0.82293 -0.44311 5.89215
C 0.44973 -0.59191 5.35744
C 0.64893 -1.24028 4.16248
H -2.47441 -2.07649 3.56734
H -2.93865 -0.92175 5.54454
H -1.00931 0.10462 6.81064
H 1.28647 -0.18142 5.93783
H 1.64708 -1.49420 3.81524
*
```

Its LUMO energy (spin up / spin down) is -11.04 / -10.79 eV. The calculation puts the energy at -152122.311 eV. As for the expectation value of S²: 0.76. The calculation puts the orbital gap (spin up / spin down) at 3.99 / 4.25 eV.

Results of the Mulliken charge analysis, in e, for atoms 1 through 6: -0.60 1.09 1.10 1.14 0.35 -0.62

# 4
Below is a molecular structure, C36H40InN6O2S4SiTe, with properties calculated with wB97M-V/def2-TZVPD.

```
! RIJCOSX wB97M-V def2-TZVPD def2/J DEFGRID3
* xyz -1 1
In -0.88472 -0.02255 -0.56754
S -2.66744 1.40974 -2.50207
C -2.61062 2.44935 -1.18859
N -2.29144 2.05537 0.02121
C -2.49843 3.03287 0.97402
C -2.37877 2.87572 2.35220
C -2.68896 3.93819 3.18008
C -3.10668 5.16216 2.66161
C -3.23638 5.33555 1.29236
C -2.93574 4.26658 0.46289
S -3.10029 4.14930 -1.27194
H -2.07670 1.90985 2.73165
H -2.59622 3.82144 4.25273
H -3.35085 5.97594 3.33282
H -3.58444 6.27361 0.87862
C -0.30830 -0.73118 -2.64094
Si 1.32277 -1.58632 -2.81517
C 1.52820 -2.62661 -1.23219
N 1.15693 -1.85444 -0.05089
C 2.24564 -0.93053 0.26271
C 2.13671 -0.41003 1.68403
C 2.34718 -1.55609 2.68654
C 1.98240 -2.90348 2.04640
C 0.79515 -2.69441 1.11191
C 1.27271 -2.83046 -4.24718
C 0.43035 -3.94142 -4.15536
C 0.30347 -4.84023 -5.20272
C 1.01773 -4.64281 -6.37656
C 1.85743 -3.54505 -6.48984
C 1.98175 -2.65113 -5.43524
C 2.68056 -0.30408 -3.09813
C 4.01265 -0.66455 -3.30771
C 4.98817 0.29497 -3.53676
C 4.64567 1.63946 -3.56467
C 3.32749 2.01867 -3.35395
C 2.35863 1.05413 -3.11823
H -1.13798 -1.42954 -2.77246
H -0.45600 0.09804 -3.32691
H 2.53452 -3.06636 -1.12454
H 0.82578 -3.45703 -1.34036
H 2.20692 -0.08263 -0.42555
H 3.23474 -1.39978 0.14871
H 0.78566 0.64806 2.73615
H 2.95562 1.32591 1.38269
H 1.71202 -1.38164 3.55939
H 3.38663 -1.52673 3.01421
H 1.73501 -3.63891 2.81374
H 2.83245 -3.29925 1.48267
H 0.00118 -2.18811 1.65885
H 0.39159 -3.64053 0.75235
H -0.14849 -4.10403 -3.25231
H -0.35789 -5.69265 -5.10707
H 0.91295 -5.33764 -7.20063
H 2.41267 -3.38384 -7.40626
H 2.64056 -1.79546 -5.53715
H 4.28863 -1.71436 -3.29089
H 6.01796 -0.00367 -3.69222
H 5.40399 2.39071 -3.74788
H 3.05139 3.06581 -3.37209
H 1.33522 1.36558 -2.94243
C 1.46593 5.47417 2.64817
Te 1.02616 3.44847 2.00858
C 0.98221 3.96864 -0.06407
H 2.46359 5.80225 2.36141
H 1.39440 5.48947 3.73561
H 0.72982 6.17011 2.24834
H 0.24491 4.74923 -0.24221
H 0.68795 3.06327 -0.59021
H 1.96128 4.29329 -0.40856
O 3.15901 0.54634 1.91809
N 0.79397 0.11177 1.86785
O 0.41559 1.03311 0.84319
N -4.77064 0.29397 0.56095
C -4.30770 -0.27852 1.69631
N -3.08288 -0.26876 2.09357
C -2.94303 -0.87669 3.32239
C -1.74245 -1.05851 4.00273
C -1.74919 -1.70512 5.22669
C -2.93855 -2.16550 5.78767
C -4.14346 -1.99792 5.12313
C -4.13712 -1.35710 3.89546
S -5.46629 -1.03240 2.81891
H -4.04777 0.55832 -0.09756
H -5.61221 -0.08213 0.16106
H -0.83846 -0.69643 3.53286
H -0.81676 -1.85377 5.75770
H -2.92385 -2.66206 6.74969
H -5.06955 -2.35680 5.55400
S -4.38330 -3.09946 -0.73816
C -3.01156 -2.34758 -0.41387
N -1.98077 -1.84316 -0.14583
*
```

Its LUMO energy is 2.16 eV. The calculation puts the energy at -114706.474 eV. The relative energy (zero: lowest compared OMol25 entry of this formula, charge and spin) comes out at 0.000 eV. The calculation puts the orbital gap at 7.03 eV.

Results of the natural (NBO) charge analysis, in e, for atoms 1 through 6: 1.78 -0.25 -0.10 -0.63 0.20 -0.22

# 5
Below is a molecular structure, C56H39N6O2PtS, with properties calculated with wB97M-V/def2-TZVPD.

```
! RIJCOSX wB97M-V def2-TZVPD def2/J DEFGRID3
* xyz 1 1
Pt 0.19905 0.83307 -0.79427
C 7.86101 -0.01409 -0.69496
C 6.98617 -1.04131 -0.37062
C 5.61814 -0.81392 -0.36193
C 5.11954 0.44362 -0.68542
C 5.99783 1.47232 -1.00821
C 7.36587 1.24379 -1.00796
C 3.64845 0.67107 -0.71640
C 3.03249 0.78476 -1.96256
C 3.72556 0.66852 -3.19439
C 2.78423 0.46337 -4.15621
C 1.53326 0.45222 -3.49378
N 1.66996 0.71605 -2.17958
C 0.32042 0.10349 -4.14003
C -0.91694 0.19673 -3.59910
C -2.09226 -0.05056 -4.37613
C -3.13448 0.18214 -3.56459
C -2.60997 0.50586 -2.26341
C -3.62236 0.66706 -1.21711
C -4.81626 0.02079 -1.32391
C -5.13337 -1.24551 -1.96438
C -6.29233 -1.86123 -1.68754
C -7.28465 -1.30944 -0.76092
C -7.06765 -0.15705 -0.13074
C -5.84169 0.64589 -0.40719
C -2.66522 2.04346 0.84902
N -1.20219 1.75781 0.77598
C -0.64794 2.57326 1.86072
C 0.45038 2.18599 2.51598
C 0.59480 2.57260 3.95158
C 1.01202 3.83460 4.35157
C 1.12557 4.13501 5.70306
C 0.82977 3.17207 6.65580
C 0.41529 1.90796 6.25673
C 0.29608 1.60676 4.90874
C 1.49877 1.36286 1.94303
C 2.69456 1.11225 2.66446
C 3.62406 0.71461 1.75239
C 2.98112 0.72737 0.48712
N 1.64360 1.08235 0.63651
C -1.67352 3.50898 2.31009
C -2.82714 3.24739 1.70557
N -1.27436 0.57982 -2.28230
C 0.46574 -0.49489 -5.50067
C 0.25366 0.25436 -6.65102
C 0.41688 -0.33022 -7.89982
C 0.78885 -1.66253 -7.99877
C 1.00005 -2.41137 -6.84859
C 0.84535 -1.82926 -5.60007
H 8.92755 -0.19429 -0.70634
H 7.36817 -2.02399 -0.12826
H 4.93168 -1.61528 -0.11674
H 5.60874 2.45415 -1.24878
H 8.04449 2.05003 -1.25214
H 4.79431 0.71933 -3.30886
H 2.92492 0.31686 -5.21333
H -2.09984 -0.32317 -5.41675
H -4.17903 0.19519 -3.82008
H -4.38420 -1.74679 -2.56027
H -6.48672 -2.83439 -2.11963
H -8.19255 -1.86949 -0.58088
H -7.80355 0.25259 0.55155
H -6.15516 1.59742 -0.86563
H 1.26205 4.58002 3.60608
H 1.45444 5.11925 6.00889
H 0.92253 3.40527 7.70802
H 0.18127 1.15470 6.99766
H -0.02727 0.62075 4.59355
H 2.82627 1.28703 3.71842
H 4.66839 0.50786 1.91209
H -1.48766 4.28125 3.03909
H -3.74332 3.81452 1.76148
H -0.02961 1.29690 -6.56964
H 0.25456 0.25768 -8.79330
H 0.91879 -2.11701 -8.97182
H 1.28664 -3.45180 -6.92320
H 1.00681 -2.40865 -4.69907
C 1.93335 -3.46672 5.42266
C 1.20049 -3.25737 4.12764
C 1.86017 -2.71061 3.02615
C 1.21174 -2.54393 1.81698
C -0.12131 -2.92869 1.71003
C -0.80255 -3.46943 2.78923
C -0.13184 -3.63651 3.99125
S -0.97760 -2.52492 0.23373
O -2.24423 -3.19934 0.18209
O -0.07220 -2.59054 -0.86939
N -1.19243 -0.89521 0.52508
C -2.21868 -0.41097 1.10721
C -3.50317 -0.98129 1.55053
C -4.61540 -0.25535 1.48911
C -4.90851 1.04059 0.76170
C -3.76423 1.67831 -0.08938
N -2.09654 0.90640 1.54679
H 2.57550 -2.61654 5.65316
H 2.57163 -4.34998 5.35986
H 1.24258 -3.61542 6.25101
H 2.89565 -2.40659 3.12153
H 1.71997 -2.11705 0.96154
H -1.83422 -3.77645 2.67945
H -0.65161 -4.06883 4.83716
H -3.51752 -1.99619 1.91764
H -5.51828 -0.71904 1.87348
H -5.36067 1.75175 1.45762
H -4.16900 2.60505 -0.52176
*
```

Its LUMO energy is -4.16 eV. The calculation puts the energy at -85813.601 eV. The calculation puts the orbital gap at 5.33 eV.

Results of the Mulliken charge analysis, in e, for atoms 1 through 6: 1.19 -0.43 -0.88 0.14 -0.85 0.07

# 6
Below is a molecular structure, C28H32Br2N3O3RuS2, with properties calculated with wB97M-V/def2-TZVPD.

```
! RIJCOSX wB97M-V def2-TZVPD def2/J DEFGRID3
* xyz 2 6
Ru -0.58640 0.45000 -0.21845
C -0.94916 -3.71204 -0.74155
C 0.46966 -3.40103 -1.12522
C 1.16392 -4.18418 -2.02023
C 2.52555 -3.92615 -2.33011
C 3.19185 -2.86930 -1.74424
C 2.54002 -2.04284 -0.84508
C 3.25494 -0.91508 -0.18127
C 1.16852 -2.33780 -0.53935
N 0.49756 -1.53248 0.40234
C 0.56115 -1.78890 1.65115
C 1.32609 -2.91575 2.25952
C -0.21949 -0.86204 2.56140
C -0.28888 -1.18199 4.01541
N -0.78807 0.13540 2.00292
C -1.58301 1.04245 2.79024
C -0.95894 2.12793 3.40203
C 0.52172 2.35380 3.27611
C -1.75455 2.96814 4.17666
C -3.11118 2.72630 4.32603
C -3.70365 1.64141 3.69268
C -2.94810 0.77550 2.91116
C -3.56375 -0.42897 2.25486
H -1.38301 -4.42874 -1.43534
H -1.57195 -2.81715 -0.74308
H -0.99870 -4.15340 0.25721
H 0.66044 -5.01896 -2.49127
H 3.03673 -4.56304 -3.03969
H 4.22617 -2.67018 -1.99047
H 4.09408 -0.58413 -0.79082
H 3.66821 -1.23291 0.78232
H 2.60389 -0.05960 0.00598
H 1.79135 -3.54005 1.50082
H 0.67100 -3.53197 2.87699
H 2.10214 -2.52018 2.91916
H -0.76703 -2.15455 4.15600
H -0.84570 -0.43094 4.56699
H 0.71714 -1.26454 4.43141
H 0.86774 2.23944 2.24694
H 1.08279 1.64562 3.89261
H 0.78533 3.35522 3.60900
H -1.29777 3.81660 4.67027
H -3.71153 3.38529 4.93882
H -4.76330 1.45541 3.81459
H -4.64829 -0.39874 2.33295
H -3.22681 -1.35746 2.72328
H -3.30454 -0.48975 1.19386
Br -1.14483 4.75076 0.82590
C -2.77336 3.77053 0.83451
Br -2.78820 2.26593 -0.42295
H -3.58434 4.40596 0.50165
H -2.94574 3.34387 1.81354
O -2.09330 -0.51921 -1.64188
H -3.05592 -0.45448 -1.63909
H -1.79188 -0.58650 -2.58107
O -0.86195 -0.53123 -4.02402
S 0.55799 -0.41667 -3.77643
O 1.38490 -1.56551 -3.96825
N 0.68562 0.16837 -2.20496
C 1.13411 1.40413 -2.20011
S 1.03273 2.25410 -0.71807
C 1.53845 1.94175 -3.50634
C 2.10790 3.16467 -3.81208
C 2.38756 3.43327 -5.14732
C 2.09831 2.50550 -6.14261
C 1.52031 1.27384 -5.84042
C 1.24994 1.02747 -4.51392
H 2.33057 3.88519 -3.03612
H 2.83708 4.37846 -5.41851
H 2.32492 2.74353 -7.17294
H 1.29488 0.55269 -6.61400
*
```

Its LUMO energy (spin up / spin down) is -6.58 / -8.46 eV. The calculation puts the energy at -204490.236 eV. As for the expectation value of S²: 8.76. The relative energy (zero: lowest compared OMol25 entry of this formula, charge and spin) comes out at 0.000 eV. The calculation puts the orbital gap (spin up / spin down) at 7.07 / 5.27 eV.

Results of the Mulliken charge analysis, in e, for atoms 1 through 6: 0.69 -1.38 1.49 -1.01 -1.09 -0.87